Molecular formula: C12H20AsCoF6N4O2S4
Method: DFT, ωB97M-V with the def2-TZVPD basis set

Calculated values
E_HOMO (spin up / spin down)   -14.94 / -14.85 eV
DFT total energy   -6648.8737 Eh
Multiplicity   3
HOMO-LUMO gap (spin up / spin down)   0.304 / 0.198 Ha
<S²>   2.041
ΔE to the lowest compared entry with this formula, charge and spin   0.1596 eV
Net charge   +2

Atoms and positions in Å:
Co: 0.262 0.000 0.435
N: 2.998 1.144 -1.335
C: 3.122 0.902 -0.055
N: 2.144 0.481 0.735
C: 2.573 0.310 2.012
C: 3.922 0.600 2.225
S: 4.657 1.098 0.792
C: 1.577 -0.094 2.936
C: 1.643 -0.199 4.307
S: 0.114 -0.560 4.946
C: -0.563 -0.556 3.324
N: 0.332 -0.307 2.388
N: -1.835 -0.809 3.080
H: 2.065 1.167 -1.739
H: 3.748 1.561 -1.866
H: 4.476 0.533 3.149
H: 2.502 -0.070 4.947
H: -2.507 -0.921 3.820
H: -2.122 -0.789 2.100
F: 0.071 0.917 -1.306
As: -0.508 2.785 -1.131
F: -1.264 2.527 -2.628
F: 0.995 3.126 -1.896
F: -0.925 4.400 -0.931
F: 0.331 2.651 0.395
F: -1.898 2.183 -0.300
O: -1.608 -0.571 0.334
S: -2.496 -0.441 -0.943
C: -3.075 -2.119 -1.221
C: -3.964 -2.430 -0.026
C: -4.891 -1.217 0.115
C: -4.100 0.050 -0.272
H: -2.212 -2.768 -1.360
H: -3.640 -2.071 -2.156
H: -3.342 -2.550 0.863
H: -4.521 -3.354 -0.170
H: -5.296 -1.133 1.122
H: -5.738 -1.322 -0.562
H: -3.882 0.733 0.548
H: -4.585 0.633 -1.055
C: 1.153 -4.521 0.130
S: 0.695 -3.142 -0.906
C: 1.952 -3.321 -2.159
O: 1.086 -1.907 -0.117
H: 2.207 -4.443 0.391
H: 0.953 -5.446 -0.411
H: 0.531 -4.477 1.021
H: 1.778 -4.250 -2.702
H: 2.933 -3.326 -1.685
H: 1.856 -2.478 -2.840

Here are the natural (NBO) charges for atoms 1 to 2, given in e:
1 Co 1.31
2 N -0.68

---

Molecular formula: C12H20BF4IrN5O5P
Method: DFT, ωB97M-V with the def2-TZVPD basis set

Calculated values
E_HOMO (spin up / spin down)   -17.06 / -16.99 eV
DFT total energy   -1988.5038 Eh
Multiplicity   2
HOMO-LUMO gap (spin up / spin down)   0.157 / 0.155 Ha
<S²>   0.839
ΔE to the lowest compared entry with this formula, charge and spin   0.0000 eV
Net charge   +3

Atoms and positions in Å:
Ir: 0.692 -0.215 -0.371
N: -0.084 4.854 -0.307
C: 0.359 4.036 -1.492
P: -0.730 2.536 -1.536
O: -1.721 2.721 -0.448
O: 0.191 1.299 -1.585
C: -1.679 2.537 -3.121
N: -3.098 2.163 -2.800
H: -0.904 4.378 0.122
H: -0.352 5.808 -0.563
H: 0.654 4.924 0.399
H: 1.397 3.757 -1.351
H: 0.279 4.632 -2.399
H: -1.273 1.847 -3.857
H: -1.691 3.538 -3.552
H: -3.764 2.614 -3.433
H: -3.314 2.435 -1.826
H: -3.260 1.152 -2.843
F: -3.617 -1.644 0.437
B: -3.720 -0.381 0.132
F: -3.698 -0.027 -1.165
F: -3.822 0.568 1.022
F: -1.112 -0.363 0.056
O: 3.527 -1.917 -0.390
C: 3.660 -0.768 -0.166
C: 4.878 0.049 0.149
C: 4.436 1.507 0.229
C: 2.939 1.510 0.187
O: 2.152 2.383 0.397
N: 2.467 0.161 -0.175
H: 5.624 -0.144 -0.622
H: 5.291 -0.326 1.089
H: 4.796 2.098 -0.617
H: 4.757 2.024 1.134
N: 0.985 -6.806 2.153
C: 1.049 -5.627 2.778
O: 1.225 -5.457 3.966
C: 0.932 -4.379 1.908
C: 1.208 -4.313 0.545
C: 1.130 -3.103 -0.103
N: 0.807 -1.971 0.558
C: 0.498 -2.029 1.882
C: 0.571 -3.203 2.577
H: 1.057 -7.638 2.723
H: 0.707 -6.916 1.193
H: 1.507 -5.184 -0.023
H: 1.281 -3.018 -1.171
H: 0.202 -1.100 2.352
H: 0.360 -3.243 3.637

Here are the Mulliken charges for atoms 1 to 2, given in e:
1 Ir 1.20
2 N -0.21

---

Molecular formula: C12H20BF4O10Tl
Method: DFT, ωB97M-V with the def2-TZVPD basis set

Calculated values
E_HOMO   -6.47 eV
DFT total energy   -1817.7757 Eh
HOMO-LUMO gap   0.134 Ha
ΔE to the lowest compared entry with this formula, charge and spin   16.3258 eV
Net charge   0

Atoms and positions in Å:
Tl: 0.684 0.699 0.462
C: -0.734 -3.056 -1.096
C: -0.370 -1.925 -0.167
C: -1.498 -1.086 0.554
O: -1.121 -0.123 1.233
C: -2.845 -1.497 0.402
C: -3.141 -2.615 -0.351
C: -2.059 -3.326 -1.187
O: -2.389 -4.170 -2.111
O: -4.453 -2.690 -0.553
O: 0.791 -1.472 -0.104
H: 0.055 -3.583 -1.612
H: -3.561 -0.839 0.872
B: -0.503 0.520 -2.350
F: 0.335 1.141 -1.530
F: -1.522 0.108 -1.523
F: -1.014 1.420 -3.358
F: 0.073 -0.565 -2.911
C: 2.677 0.261 -1.945
C: 3.019 1.667 -1.469
O: 1.739 2.209 -1.046
O: 2.044 -0.551 -0.921
H: 3.508 -0.201 -2.478
H: 2.030 0.429 -2.805
H: 3.613 2.335 -2.093
H: 3.452 1.621 -0.470
H: 1.478 2.934 -1.620
H: 2.432 -1.426 -0.998
C: 1.733 -1.654 2.255
C: 0.267 -1.316 2.654
O: 0.254 0.071 2.865
O: 2.105 -1.059 1.024
H: 1.788 -2.713 2.003
H: 2.436 -1.245 2.982
H: 0.057 -1.798 3.609
H: -0.506 -1.647 1.960
H: 0.110 0.164 3.809
H: 3.051 -0.929 1.124
C: -1.989 2.131 1.194
C: -1.383 3.195 0.281
O: -0.464 2.457 -0.633
O: -0.943 1.400 1.918
H: -2.699 1.495 0.665
H: -2.563 2.626 1.978
H: -0.840 4.041 0.702
H: -2.201 3.610 -0.307
H: -0.313 2.914 -1.464
H: -0.619 2.039 2.556

Here are the Mulliken charges for atoms 1 to 2, given in e:
1 Tl 2.17
2 C -1.12

---

Molecular formula: C12H20BF5IO7PS
Method: DFT, ωB97M-V with the def2-TZVPD basis set

Calculated values
E_HOMO   -8.81 eV
SMILES   COCP(CCCOC(C)=O)(CC(=O)I)(B(C)O)S(=O)(=O)C(F)(F)C(F)(F)F
DFT total energy   -2557.3449 Eh
HOMO-LUMO gap   0.324 Ha
Net charge   0

Atoms and positions in Å:
C: -3.286 2.222 -1.024
O: -2.273 1.263 -1.284
C: -0.995 1.656 -0.858
P: 0.064 0.091 -0.961
C: 1.657 1.015 -0.726
C: 1.702 2.086 0.370
C: 1.493 1.546 1.788
O: 0.739 2.523 2.526
C: -0.369 2.130 3.217
C: -0.272 0.826 3.986
O: -1.333 2.826 3.222
C: -0.762 -0.757 0.469
C: -1.992 -1.588 0.155
O: -2.036 -2.566 -0.481
I: -3.736 -0.947 1.284
B: -0.555 -0.248 -2.840
C: -1.791 -1.105 -3.197
O: 0.199 0.351 -3.788
S: 1.443 -1.881 -1.390
O: 2.412 -1.360 -2.351
O: 0.656 -3.050 -1.738
C: 2.557 -2.472 0.049
F: 2.527 -1.488 0.993
F: 3.799 -2.600 -0.369
C: 2.133 -3.778 0.747
F: 2.374 -4.829 -0.036
F: 0.826 -3.738 1.057
F: 2.812 -3.924 1.897
H: -4.235 1.783 -1.328
H: -3.320 2.469 0.044
H: -3.106 3.137 -1.601
H: -0.555 2.415 -1.526
H: -1.034 2.087 0.155
H: 2.485 0.321 -0.611
H: 1.814 1.499 -1.698
H: 2.680 2.573 0.314
H: 0.968 2.871 0.189
H: 2.442 1.349 2.292
H: 0.941 0.608 1.767
H: -0.520 1.053 5.024
H: -1.032 0.129 3.620
H: 0.709 0.359 3.942
H: -1.048 0.023 1.172
H: -0.058 -1.436 0.958
H: -2.094 -0.879 -4.224
H: -1.496 -2.161 -3.138
H: -2.641 -0.964 -2.532
H: 1.107 0.559 -3.539

Here are the natural (NBO) charges for atoms 1 to 2, given in e:
1 C -0.25
2 O -0.57

---

Molecular formula: C12H20BrIN3O
Method: DFT, ωB97M-V with the def2-TZVPD basis set

Calculated values
E_HOMO   -13.43 eV
SMILES   CCCCCCCCc1[nH]c(I)n[n+]1CC(=O)Br
DFT total energy   -3580.1845 Eh
HOMO-LUMO gap   0.362 Ha
Net charge   +1

Atoms and positions in Å:
C: 5.224 -0.725 -0.438
C: 4.022 -0.740 0.584
C: 2.755 0.052 0.032
C: 2.545 1.447 0.739
C: 1.063 1.732 1.154
C: 0.092 1.839 -0.099
C: -1.416 1.787 0.328
C: -2.395 1.260 -0.795
C: -2.281 -0.269 -0.897
N: -1.201 -1.039 -1.197
C: -1.550 -2.403 -1.132
I: -0.131 -3.936 -1.480
N: -2.834 -2.446 -0.806
N: -3.258 -1.179 -0.663
C: -4.667 -1.007 -0.252
C: -4.766 -1.602 1.222
O: -4.599 -0.835 2.101
Br: -5.095 -3.494 1.559
H: 4.949 -1.184 -1.423
H: 6.069 -1.321 0.003
H: 5.638 0.307 -0.575
H: 3.732 -1.793 0.810
H: 4.398 -0.246 1.514
H: 1.858 -0.618 0.054
H: 2.979 0.254 -1.051
H: 3.175 1.476 1.668
H: 2.907 2.252 0.045
H: 0.958 2.707 1.694
H: 0.674 0.911 1.814
H: 0.406 1.037 -0.811
H: 0.254 2.823 -0.617
H: -1.523 1.098 1.203
H: -1.767 2.810 0.617
H: -3.431 1.545 -0.469
H: -2.254 1.780 -1.779
H: -0.255 -0.738 -1.423
H: -5.278 -1.594 -0.982
H: -4.996 0.052 -0.251

Here are the natural (NBO) charges for atoms 1 to 2, given in e:
1 C -0.62
2 C -0.39

---

Molecular formula: C12H20Cl2N2NdSe
Method: DFT, ωB97M-V with the def2-TZVPD basis set

Calculated values
E_HOMO (spin up / spin down)   -1.44 / -1.67 eV
DFT total energy   -4462.0199 Eh
Multiplicity   4
HOMO-LUMO gap (spin up / spin down)   0.147 / 0.155 Ha
<S²>   3.803
Net charge   -1

Atoms and positions in Å:
Nd: -0.023 0.940 0.252
Cl: -0.268 3.229 -0.949
Cl: 0.731 2.002 2.496
C: 2.027 0.238 -0.345
H: 2.511 -0.390 -1.115
H: 2.756 0.478 0.463
C: -1.301 0.009 -2.348
C: -0.096 -0.612 -2.463
H: -2.035 -0.334 -1.602
C: 0.962 -0.203 -3.436
H: 0.171 -1.419 -1.766
C: 0.736 1.226 -3.944
H: 1.939 -0.304 -2.956
H: 0.950 -0.869 -4.315
C: -0.712 1.409 -4.377
H: 0.963 1.925 -3.133
H: 1.406 1.433 -4.783
C: -1.710 1.152 -3.235
H: -0.863 2.413 -4.781
H: -0.920 0.705 -5.190
H: -1.775 2.069 -2.625
H: -2.710 0.996 -3.664
C: 2.220 -1.683 3.159
N: 0.880 -1.266 3.517
C: 0.506 -0.676 4.711
C: -0.811 -0.371 4.607
N: -1.228 -0.760 3.352
C: -2.558 -0.579 2.814
C: -0.179 -1.303 2.654
Se: -0.278 -2.063 0.972
H: 2.861 -1.512 4.031
H: 2.589 -1.102 2.301
H: 2.225 -2.749 2.894
H: 1.216 -0.517 5.499
H: -1.482 0.106 5.301
H: -3.293 -1.113 3.434
H: -2.816 0.491 2.774
H: -2.591 -0.994 1.796

Here are the Mulliken charges for atoms 1 to 2, given in e:
1 Nd 0.69
2 Cl -0.57